Here is a cluster of 2 separate species, C10H16 in total from OMol25. Energies are from wB97M-V/def2-TZVPD.

Each line ends with the Löwdin charge.
Cartesian coordinates (Å):
1 C -0.242 1.332 3.475  -0.319
2 C 0.758 2.205 4.138  -0.170
3 C -0.950 0.284 4.491  -0.102
4 H -1.069 2.011 3.204  0.094
5 H 0.162 0.720 2.645  0.083
6 H 1.721 1.753 4.602  0.102
7 H -0.435 -0.570 4.377  -0.007
8 H -1.107 0.571 5.538  0.066
9 H -2.085 -0.009 4.163  0.109
10 H 1.466 2.602 3.280  0.093
11 H 0.440 3.110 4.614  0.059
12 C 1.502 -2.560 -2.749  0.014
13 C -1.153 0.649 -1.580  0.018
14 C -0.786 -0.304 -0.637  0.032
15 C -0.487 0.814 -2.817  -0.008
16 C 0.093 -1.310 -1.138  0.022
17 C 0.393 -0.174 -3.242  0.037
18 C 0.659 -1.339 -2.427  -0.161
19 H -1.983 1.327 -1.297  0.150
20 H -0.948 -0.126 0.405  0.116
21 H -0.944 1.651 -3.425  0.153
22 H 0.198 -2.162 -0.504  0.116
23 H 0.885 -0.022 -4.219  0.141
24 H 2.478 -2.282 -3.145  0.100
25 H 0.978 -3.086 -3.619  0.142
26 H 1.523 -3.077 -1.713  0.120

**LUMO energy (alpha / beta)**: -4.4 / -8.4 eV
**Expectation value of S²**: 0.767
**Spin multiplicity**: 2
**E_HOMO (alpha / beta)**: -0.469 / -0.469 Eh
**Kohn-Sham gap (alpha / beta)**: 8.363 / 4.323 eV
**Net charge**: +1
**Energy above the lowest of the compared OMol25 structures with the same formula, charge and spin**: 2.287 eV

Here is a structure of composition ClFN2O3 from OMol25. Energies are from wB97M-V/def2-TZVPD.

Each line ends with the Löwdin charge.
Cartesian coordinates (Å):
1 N 2.113 -0.105 1.829  0.190
2 N -2.003 0.000 -0.552  -0.306
3 O -2.587 -0.575 0.258  0.229
4 O -1.994 0.449 -1.595  0.260
5 O 2.420 0.429 0.868  -0.357
6 F -0.537 0.265 0.150  -0.188
7 Cl 2.588 -0.463 -0.957  0.172

**LUMO energy (alpha / beta)**: -1.1 / -1.4 eV
**E_HOMO (alpha / beta)**: -0.375 / -0.362 Eh
**Kohn-Sham gap (alpha / beta)**: 9.077 / 8.410 eV
**Net charge**: 0
**Energy above the lowest of the compared OMol25 structures with the same formula, charge and spin**: 1.856 eV

Here is a cluster of 2 separate species, C6H8INO4P2 in total from OMol25. Energies are from wB97M-V/def2-TZVPD.

Each line ends with the Löwdin charge.
Cartesian coordinates (Å):
1 O -3.354 -1.533 0.337  -0.446
2 P -2.291 -1.850 -0.867  0.252
3 I -2.826 -0.265 -2.634  0.448
4 P -0.318 -1.165 -0.091  0.878
5 C -0.473 0.548 0.411  -0.449
6 C -0.071 1.590 -0.387  -0.096
7 C -0.220 2.907 -0.032  -0.112
8 N -0.774 3.252 1.127  0.093
9 C -1.153 2.246 1.894  -0.148
10 C -1.041 0.905 1.631  -0.072
11 H -3.468 -2.315 0.895  0.053
12 H -0.015 -1.947 1.038  0.036
13 H 0.639 -1.351 -1.106  0.031
14 H 0.393 1.364 -1.345  0.116
15 H 0.093 3.700 -0.702  0.119
16 H -1.626 2.514 2.839  0.116
17 H -1.376 0.148 2.329  0.109
18 C 3.404 -1.720 -0.683  -0.854
19 O 3.807 -2.884 -0.512  -0.048
20 O 3.722 -1.196 -1.948  -0.001
21 O 2.762 -0.966 0.079  -0.108
22 H 4.187 -1.982 -2.272  0.082

**LUMO energy**: -1.7 eV
**E_HOMO**: -0.286 Eh
**Kohn-Sham gap**: 6.046 eV
**Net charge**: 0
**Energy above the lowest of the compared OMol25 structures with the same formula, charge and spin**: 0.538 eV

Here is an isolated molecule of CH4N2O from OMol25. Energies are from wB97M-V/def2-TZVPD.

Each line ends with the Löwdin charge.
Cartesian coordinates (Å):
1 N -0.454 -0.863 0.913  0.078
2 N -0.048 0.315 0.159  -0.042
3 C 0.516 0.342 -1.039  -0.385
4 O 0.445 1.374 -1.677  0.000
5 H 0.302 -1.064 1.612  0.114
6 H -1.317 -0.892 1.114  -0.025
7 H -0.108 1.279 0.536  0.158
8 H 0.664 -0.490 -1.618  0.103

**LUMO energy**: 1.0 eV
**E_HOMO**: -0.358 Eh
**Kohn-Sham gap**: 10.708 eV
**SMILES string**: NNC=O
**Net charge**: 0
**Energy above the lowest of the compared OMol25 structures with the same formula, charge and spin**: 3.018 eV

Here is a structure of composition C46H51N8OPRhS2 from OMol25. Energies are from wB97M-V/def2-TZVPD.

Each line ends with the Löwdin charge.
Cartesian coordinates (Å):
1 Rh 1.750 -1.024 0.077  1.026
2 N -2.732 -9.066 4.566  0.125
3 C -2.140 -8.202 4.086  -0.210
4 C -1.408 -7.130 3.491  -0.256
5 C -0.210 -6.693 4.060  -0.032
6 C 0.491 -5.652 3.486  -0.027
7 C 0.028 -5.004 2.329  -0.166
8 C -1.168 -5.480 1.760  -0.027
9 C -1.880 -6.515 2.327  -0.033
10 C 0.749 -3.899 1.701  -0.079
11 C 1.243 -2.828 2.514  -0.272
12 C 1.166 -2.695 3.912  -0.077
13 C 1.816 -1.500 4.260  -0.117
14 C 2.247 -0.932 3.080  -0.211
15 N 1.899 -1.711 2.019  -0.111
16 C 0.988 -4.007 0.293  -0.288
17 C 0.890 -5.158 -0.514  -0.075
18 C 1.357 -4.810 -1.787  -0.120
19 C 1.731 -3.475 -1.715  -0.214
20 N 1.505 -2.994 -0.473  -0.105
21 H 0.172 -7.184 4.946  0.114
22 H 1.434 -5.345 3.915  0.114
23 H -1.536 -5.006 0.860  0.100
24 H -2.807 -6.850 1.880  0.112
25 H 0.686 -3.380 4.591  0.086
26 H 1.961 -1.101 5.252  0.082
27 H 2.785 -0.012 2.915  0.085
28 H 0.567 -6.133 -0.187  0.095
29 H 1.446 -5.453 -2.649  0.078
30 H 2.155 -2.833 -2.474  0.091
31 S 4.415 -1.528 0.182  0.624
32 C 4.383 -0.602 -1.264  -0.792
33 C 5.490 -0.070 -1.952  -0.106
34 C 5.271 0.747 -3.035  -0.097
35 C 3.965 1.040 -3.443  -0.093
36 C 2.929 0.463 -2.736  -0.159
37 N 3.139 -0.348 -1.705  -0.070
38 H 6.490 -0.289 -1.602  0.095
39 H 6.114 1.174 -3.566  0.098
40 H 3.765 1.690 -4.283  0.087
41 H 1.887 0.630 -2.981  0.079
42 C 0.396 7.591 -0.858  -0.052
43 C 1.212 8.614 -0.110  -0.748
44 O 1.050 9.800 -0.247  -0.014
45 S 2.464 8.080 1.046  1.018
46 C 2.376 6.307 1.014  -0.578
47 C 3.209 5.574 0.174  -0.106
48 C 3.122 4.195 0.130  -0.021
49 C 2.203 3.509 0.935  -0.257
50 C 1.391 4.256 1.801  -0.030
51 C 1.478 5.636 1.840  -0.103
52 C 2.063 2.098 0.827  -0.136
53 C 1.975 0.899 0.651  -0.140
54 H 0.142 8.017 -1.827  0.088
55 H -0.529 7.425 -0.301  0.096
56 H 0.901 6.637 -0.973  0.052
57 H 3.920 6.093 -0.457  0.105
58 H 3.759 3.624 -0.533  0.117
59 H 0.690 3.733 2.439  0.110
60 H 0.844 6.204 2.509  0.105
61 N 0.426 -0.429 -1.204  -0.183
62 P -1.091 0.064 -1.146  0.638
63 N -1.288 1.592 -1.780  -0.186
64 C -0.560 2.666 -1.086  -0.221
65 C -1.176 4.019 -1.413  -0.156
66 C -1.472 4.144 -2.921  -0.182
67 C -0.726 3.062 -3.693  -0.190
68 C -1.211 1.684 -3.255  -0.204
69 N -1.766 0.191 0.356  -0.194
70 C -1.474 -0.801 1.388  -0.202
71 C -1.059 -0.118 2.681  -0.173
72 C -2.158 0.832 3.144  -0.192
73 C -2.516 1.826 2.041  -0.181
74 C -2.841 1.101 0.738  -0.210
75 N -1.964 -0.927 -2.144  -0.205
76 C -1.466 -2.252 -2.512  -0.191
77 C -2.040 -3.330 -1.604  -0.182
78 C -3.564 -3.276 -1.611  -0.195
79 C -4.051 -1.880 -1.228  -0.182
80 C -3.417 -0.824 -2.131  -0.206
81 H 0.501 2.635 -1.353  0.108
82 H -0.591 2.472 -0.017  0.086
83 H -0.474 4.790 -1.087  0.087
84 H -2.091 4.157 -0.832  0.107
85 H -1.209 5.138 -3.288  0.101
86 H -2.544 4.019 -3.103  0.108
87 H 0.350 3.159 -3.530  0.110
88 H -0.890 3.156 -4.768  0.112
89 H -0.566 0.899 -3.662  0.103
90 H -2.217 1.521 -3.657  0.110
91 H -0.706 -1.494 1.035  0.076
92 H -2.380 -1.405 1.560  0.121
93 H -0.126 0.423 2.506  0.098
94 H -0.848 -0.879 3.433  0.107
95 H -1.859 1.361 4.051  0.108
96 H -3.052 0.249 3.401  0.112
97 H -1.675 2.506 1.875  0.095
98 H -3.372 2.441 2.332  0.110
99 H -3.020 1.807 -0.072  0.099
100 H -3.764 0.516 0.882  0.118
101 H -0.378 -2.250 -2.463  0.078
102 H -1.755 -2.440 -3.555  0.125
103 H -1.660 -3.158 -0.590  0.097
104 H -1.665 -4.308 -1.911  0.112
105 H -3.986 -4.026 -0.936  0.106
106 H -3.928 -3.518 -2.617  0.111
107 H -3.764 -1.667 -0.193  0.089
108 H -5.140 -1.813 -1.284  0.110
109 H -3.699 0.182 -1.812  0.102
110 H -3.777 -0.948 -3.161  0.122

**LUMO energy (alpha / beta)**: 2.0 / 1.0 eV
**Expectation value of S²**: 6.044
**Spin multiplicity**: 5
**E_HOMO (alpha / beta)**: -0.106 / -0.168 Eh
**Kohn-Sham gap (alpha / beta)**: 4.904 / 5.565 eV
**Net charge**: -1
**Energy above the lowest of the compared OMol25 structures with the same formula, charge and spin**: 0.037 eV

Here is a structure of composition C4H12BrNO from OMol25. Energies are from wB97M-V/def2-TZVPD.

Each line ends with the Löwdin charge.
Cartesian coordinates (Å):
1 C 0.135 -0.954 1.348  -0.144
2 C -0.662 -0.626 0.080  -0.483
3 C -0.557 0.823 -0.309  -0.177
4 O 0.815 1.179 -0.551  -0.203
5 C 1.145 2.489 -0.155  -0.110
6 N -0.188 -1.518 -1.089  0.077
7 H -0.374 -1.065 -1.972  0.145
8 H 0.819 -1.492 -1.008  0.144
9 H -0.531 -2.467 -1.065  -0.081
10 H -0.239 -0.529 2.280  0.095
11 H 1.162 -0.641 1.162  0.076
12 H 0.257 -2.010 1.586  -0.001
13 H -1.685 -0.999 0.120  -0.014
14 H -0.988 1.414 0.499  0.136
15 H -1.082 0.889 -1.262  0.127
16 H 2.223 2.523 -0.314  0.099
17 H 0.788 2.747 0.841  0.084
18 H 0.558 3.255 -0.662  0.084
19 Br -1.596 -3.018 0.472  0.148

**LUMO energy**: 0.3 eV
**E_HOMO**: -0.282 Eh
**Kohn-Sham gap**: 8.034 eV
**Net charge**: 0
**Energy above the lowest of the compared OMol25 structures with the same formula, charge and spin**: 1.339 eV